{"formula": "C44H109Cu2N7O2", "method": "wB97M-V/def2-TZVPD", "spin_multiplicity": 1, "homo_lumo_gap_ha": 0.243, "max_force_ev_per_a": 2.046, "homo_energy_ev": -6.0596, "species": ["Cu", "Cu", "O", "C", "C", "O", "H", "H", "H", "H", "C", "C", "N", "C", "C", "C", "C", "H", "H", "H", "H", "H", "H", "H", "H", "H", "H", "H", "H", "H", "H", "H", "C", "C", "N", "C", "C", "C", "C", "H", "H", "H", "H", "H", "H", "H", "H", "H", "H", "H", "H", "H", "H", "H", "C", "C", "N", "C", "C", "C", "C", "H", "H", "H", "H", "H", "H", "H", "H", "H", "H", "H", "H", "H", "H", "H", "C", "C", "N", "C", "C", "C", "C", "H", "H", "H", "H", "H", "H", "H", "H", "H", "H", "H", "H", "H", "H", "H", "C", "C", "N", "C", "C", "C", "C", "H", "H", "H", "H", "H", "H", "H", "H", "H", "H", "H", "H", "H", "H", "H", "C", "C", "N", "C", "C", "C", "C", "H", "H", "H", "H", "H", "H", "H", "H", "H", "H", "H", "H", "H", "H", "H", "C", "C", "N", "C", "C", "C", "C", "H", "H", "H", "H", "H", "H", "H", "H", "H", "H", "H", "H", "H", "H", "H"], "positions_angstrom": [[-1.31607, -3.34577, 0.59288], [-0.22028, 0.88360, -0.93230], [-3.17248, -2.70119, 2.04086], [-3.31968, -1.40587, 1.57932], [-1.98055, -0.58639, 1.16280], [-1.07909, -1.00592, 0.17046], [-3.77314, -0.75445, 2.32640], [-4.03798, -1.42119, 0.75962], [-1.38015, -0.47015, 2.06508], [-2.26570, 0.45005, 0.98231], [0.80065, 1.83098, 1.94171], [1.70380, 2.59892, 0.99288], [1.81542, 1.90828, -0.32399], [2.42517, 2.84635, -1.27115], [1.46442, 3.98309, -1.63488], [2.63471, 0.68974, -0.13045], [2.66732, -0.18190, -1.36217], [-0.17994, 1.67408, 1.49234], [0.74034, 2.36689, 2.88895], [1.09268, 0.79254, 2.09811], [1.31795, 3.61382, 0.89693], [2.68755, 2.55113, 1.45983], [2.61708, 2.26842, -2.17518], [3.37026, 3.24086, -0.89797], [0.47506, 3.56838, -1.82799], [1.79528, 4.51778, -2.52524], [1.41867, 4.68183, -0.79955], [3.65119, 0.94237, 0.17130], [2.39804, 0.07163, 0.73559], [1.71441, -0.08535, -1.88251], [3.39769, 0.16388, -2.09368], [2.77560, -1.19627, -0.97823], [2.06501, -1.43609, -4.89527], [2.46070, -0.06571, -5.48853], [3.87749, 0.23699, -5.31326], [4.74182, -0.81412, -5.89077], [6.17614, -0.72305, -5.37772], [4.21804, 1.51985, -6.00576], [3.54916, 2.79617, -5.43353], [0.97806, -1.51720, -4.88736], [2.45360, -1.54776, -3.88303], [2.43772, -2.32741, -5.39997], [2.19166, 0.03273, -6.54021], [1.85732, 0.72059, -5.03492], [4.41463, -1.84075, -5.72621], [4.64435, -0.71744, -6.97209], [6.65819, 0.03940, -5.98960], [6.20804, -0.33318, -4.36033], [6.62454, -1.70912, -5.49904], [3.99407, 1.46892, -7.07128], [5.28917, 1.72163, -5.99803], [3.98895, 3.72881, -5.78689], [3.75161, 2.88860, -4.36649], [2.47628, 2.86679, -5.61254], [-2.74641, 2.61182, -1.06084], [-2.81115, 1.50137, -2.10763], [-1.56642, 1.47824, -2.85572], [-1.31305, 0.15260, -3.42962], [-2.24321, -0.32380, -4.57031], [-1.47490, 2.59074, -3.83462], [-0.14333, 2.63898, -4.56649], [-2.14366, 2.25091, -0.22745], [-3.74065, 2.91337, -0.73123], [-2.26440, 3.53030, -1.39575], [-3.04210, 0.54873, -1.63093], [-3.61071, 1.73625, -2.81022], [-0.26730, 0.14742, -3.73697], [-1.31113, -0.59440, -2.63584], [-3.29242, -0.31283, -4.27512], [-2.08892, 0.21821, -5.50333], [-2.08193, -1.37505, -4.80897], [-1.49074, 3.47508, -3.19761], [-2.27887, 2.68478, -4.56461], [0.00639, 3.65436, -4.93350], [-0.14656, 1.91650, -5.38264], [0.67580, 2.41086, -3.88453], [-0.24315, -1.28230, 5.31148], [-0.68415, 0.11679, 4.89390], [-0.11920, 1.18888, 5.66323], [1.35195, 1.20833, 5.67066], [1.80057, 2.61394, 5.99780], [-0.63200, 1.33844, 7.00754], [-2.06297, 1.82219, 7.03922], [-0.50810, -1.37648, 6.36458], [0.81701, -1.52110, 5.22702], [-0.76877, -1.98804, 4.66823], [-0.43219, 0.27550, 3.84537], [-1.77104, 0.19449, 4.92102], [1.79052, 0.48631, 6.35946], [1.76002, 0.96538, 4.68956], [1.81210, 2.89102, 7.05193], [2.85481, 2.60428, 5.72106], [1.30804, 3.35901, 5.37298], [-0.12491, 2.15559, 7.52059], [-0.55132, 0.42035, 7.58953], [-2.34451, 1.98504, 8.07956], [-2.78777, 1.19518, 6.51996], [-2.02817, 2.73742, 6.44824], [-3.60831, 6.59473, 2.76273], [-3.54358, 5.38108, 1.83664], [-2.31986, 4.56968, 1.88702], [-1.11996, 5.40195, 1.66558], [-1.04502, 6.03844, 0.27156], [-2.26480, 3.68692, 3.07302], [-3.36544, 2.67514, 3.01030], [-4.60352, 7.02993, 2.85353], [-2.88303, 7.35336, 2.46853], [-3.28141, 6.32634, 3.76732], [-4.40045, 4.75890, 2.09501], [-3.80237, 5.74121, 0.84094], [-0.17736, 4.87306, 1.80656], [-1.19334, 6.19774, 2.40683], [-1.91601, 6.65308, 0.04418], [-0.94687, 5.27611, -0.50130], [-0.14579, 6.63546, 0.11971], [-1.34353, 3.10656, 3.02258], [-2.24176, 4.25799, 4.00117], [-3.46637, 2.24515, 2.01380], [-3.25393, 1.85902, 3.72417], [-4.30906, 3.17404, 3.23117], [-3.91196, -4.02885, -1.22237], [-2.58464, -3.86944, -2.01803], [-1.56052, -4.81010, -1.54247], [-2.03779, -6.21646, -1.66905], [-1.11065, -7.20893, -0.96618], [-0.26190, -4.59590, -2.25684], [0.39922, -3.21385, -2.06789], [-3.67164, -4.16029, -0.16735], [-4.56152, -4.78586, -1.66183], [-4.47500, -3.10167, -1.32929], [-2.78695, -4.01550, -3.07908], [-2.21251, -2.85256, -1.89323], [-3.03946, -6.30351, -1.24811], [-2.15409, -6.52393, -2.70830], [-0.14628, -7.20371, -1.47417], [-0.96892, -7.05612, 0.10372], [-1.49445, -8.22821, -0.92318], [-0.25024, -4.75677, -3.33484], [0.51508, -5.26111, -1.88015], [1.42506, -3.29194, -2.42798], [0.37059, -2.88425, -1.02932], [-0.10575, -2.46241, -2.67490], [2.76681, -4.87539, 0.47886], [1.65610, -5.21599, 1.50915], [0.70382, -4.14051, 1.76572], [-0.19102, -4.53509, 2.87753], [-1.04519, -5.79588, 2.68064], [1.25978, -2.82800, 2.05356], [2.32688, -2.77357, 3.14370], [3.37912, -5.74152, 0.22788], [3.48981, -4.12481, 0.79824], [2.32839, -4.55001, -0.46454], [1.13038, -6.09788, 1.14311], [2.12939, -5.54170, 2.43544], [0.41523, -4.57199, 3.78263], [-0.90629, -3.75194, 3.12883], [-0.50475, -6.72580, 2.50379], [-1.56833, -5.90141, 3.63105], [-1.74407, -5.57981, 1.87256], [0.46926, -2.11065, 2.27399], [1.62428, -2.51956, 1.07371], [2.71699, -1.76375, 3.27086], [3.15522, -3.46438, 2.98640], [1.90818, -3.11846, 4.08913]], "atomic_forces_ev_per_a": [[-0.59, 0.61, 0.41], [-0.05, -0.50, 0.50], [1.80, -0.09, -0.92], [1.48, -0.41, -0.46], [-0.36, -0.08, 0.65], [-0.09, -0.34, -1.19], [-0.12, 0.44, 0.54], [-0.17, 0.40, -0.87], [-0.05, -0.31, 0.88], [-0.71, 0.45, -0.28], [-0.37, -0.25, -0.40], [-0.32, -1.43, 0.36], [-0.67, -0.03, 1.29], [-0.62, -0.39, -1.01], [0.41, -0.21, 0.41], [0.76, 0.18, -0.07], [-0.25, 0.31, 0.16], [-0.45, 0.50, 0.13], [-0.21, -0.21, 0.06], [0.49, 0.14, 0.28], [0.31, -0.14, -0.18], [0.40, 0.73, -0.09], [0.26, 0.06, -0.11], [0.23, -0.02, 0.14], [-0.11, 0.04, 0.05], [0.09, -0.01, 0.04], [-0.23, 0.17, -0.24], [0.52, 0.60, -0.34], [-1.18, 0.33, -0.11], [-0.37, -0.34, -0.03], [0.32, -0.51, 0.10], [0.30, -0.18, -0.77], [-0.02, 0.34, -0.07], [0.13, -0.50, 0.18], [0.42, 0.58, -0.21], [-0.38, 0.09, 0.31], [-0.47, 0.69, -0.91], [-0.28, 0.62, 0.53], [0.23, -0.29, 0.43], [-0.03, -0.02, 0.16], [-0.18, 0.31, 0.17], [0.01, 0.28, -0.47], [-0.12, -0.44, -0.59], [0.16, -0.05, 0.44], [-0.55, 0.32, 0.58], [0.54, 0.00, -0.52], [0.63, -0.30, 0.03], [-0.10, -0.47, 0.12], [0.42, 0.31, 0.19], [-0.36, -0.28, -0.38], [0.09, -0.42, 0.41], [0.15, -0.22, -0.67], [-0.28, -0.41, 0.27], [0.02, -0.16, 0.05], [-0.04, -0.17, 0.09], [-0.65, 1.48, -0.16], [0.61, -1.05, -0.13], [0.21, -0.50, -0.71], [0.20, -0.13, 0.30], [1.00, 0.31, 1.25], [-0.29, -0.27, 0.14], [-0.18, 0.12, 0.40], [0.04, -0.22, 0.32], [-0.02, -0.10, -0.26], [0.31, -0.11, -0.05], [-0.46, -0.14, -0.08], [0.06, 0.01, -0.48], [-0.41, 0.09, 0.35], [-0.05, 0.42, 0.00], [-0.16, 0.22, 0.07], [0.41, -0.09, 0.11], [-0.33, 0.19, -0.24], [-0.45, -0.44, 0.14], [0.05, -0.11, -0.26], [0.27, 0.13, -0.15], [0.06, -0.06, 0.01], [-0.45, 0.04, 0.08], [0.30, -0.39, -0.51], [0.92, 0.54, 0.06], [-1.12, 0.63, 0.01], [1.55, -0.10, -0.17], [-0.65, -0.05, 0.04], [-0.06, 0.17, -0.71], [-0.14, -0.61, -0.02], [0.10, 0.47, -0.13], [-0.20, -0.25, 0.34], [0.10, 0.09, -0.09], [-0.03, -0.16, 0.11], [0.05, -0.20, 0.31], [-0.38, -0.15, -0.22], [-0.44, -0.02, -0.07], [0.30, 0.45, -0.01], [-0.18, -0.05, 0.19], [0.56, -0.39, -0.04], [0.32, -0.23, 0.32], [-0.30, 0.16, -0.17], [0.02, -0.31, 0.31], [-0.40, 0.40, 0.33], [0.83, 0.03, 0.54], [-0.72, 0.08, 0.31], [0.21, 0.02, -0.69], [-0.68, 0.42, 0.02], [-0.11, -0.39, -0.18], [0.82, 0.11, -1.05], [-1.12, -0.01, 0.31], [0.04, -0.04, -0.26], [-0.28, 0.30, -0.22], [-0.18, -0.16, 0.21], [0.20, -0.24, -0.06], [0.49, -0.23, -0.35], [-0.30, -0.42, 0.38], [0.73, 0.31, 0.17], [0.05, 0.02, 0.00], [-0.36, -0.23, 0.02], [0.00, 0.27, 0.46], [0.28, 0.38, -0.02], [-0.13, 0.02, 0.35], [0.22, -0.01, -0.01], [0.16, 0.08, 0.05], [-0.22, -0.29, 0.11], [0.61, 0.74, -0.89], [-0.75, -0.28, 0.50], [0.79, -0.01, -0.50], [0.29, 0.03, 0.87], [0.10, -0.18, 0.15], [0.63, 0.47, 0.83], [-0.88, -0.23, -0.26], [-0.34, -0.14, 0.14], [0.18, -0.31, 0.35], [0.04, 0.14, 0.19], [0.01, -0.08, -0.46], [0.09, 0.03, 0.13], [0.13, 0.28, 0.17], [0.16, 0.15, -0.45], [0.08, -0.29, 0.23], [0.11, 0.84, -0.06], [-0.21, -0.08, -0.78], [-0.76, -0.34, -0.36], [-0.47, -0.49, 0.27], [0.08, 0.07, 0.10], [0.11, 0.08, 0.12], [0.05, 0.15, 0.07], [-0.37, -0.06, 0.01], [1.00, 0.22, -0.74], [-1.99, -0.35, 0.34], [0.12, -0.32, 0.40], [0.54, 0.70, 0.34], [0.87, 0.17, -0.79], [-0.08, -0.47, 0.22], [-0.21, -0.29, 0.21], [-0.26, 0.20, 0.20], [-0.10, 0.17, 0.01], [-0.22, 0.18, -0.08], [0.19, 0.01, 0.39], [0.21, -0.65, 0.35], [-0.08, 0.39, -0.62], [0.12, 0.10, -0.11], [-0.36, -0.17, -0.20], [-0.22, -0.28, 0.04], [-0.30, -0.24, 0.06], [0.54, 0.51, 0.10], [-0.01, 0.00, 0.02], [0.16, 0.16, -0.37], [-0.09, 0.33, 0.13]], "lowdin_charge": [0.35, 0.39, -0.32, -0.40, -0.36, -0.33, 0.07, 0.07, 0.06, 0.05, -0.08, -0.21, -0.19, -0.23, -0.07, -0.25, -0.07, 0.06, 0.07, 0.06, 0.09, 0.12, 0.09, 0.13, 0.05, 0.08, 0.06, 0.12, 0.10, 0.05, 0.07, 0.08, -0.08, -0.25, -0.17, -0.27, -0.08, -0.23, -0.08, 0.06, 0.06, 0.07, 0.12, 0.07, 0.10, 0.11, 0.06, 0.08, 0.07, 0.11, 0.10, 0.07, 0.06, 0.05, -0.07, -0.24, -0.20, -0.26, -0.05, -0.22, -0.10, 0.04, 0.09, 0.05, 0.13, 0.11, 0.08, 0.08, 0.07, 0.07, 0.07, 0.09, 0.12, 0.09, 0.07, 0.05, -0.06, -0.25, -0.19, -0.26, -0.10, -0.28, -0.08, 0.07, 0.05, 0.07, 0.08, 0.11, 0.12, 0.10, 0.07, 0.07, 0.08, 0.10, 0.11, 0.08, 0.06, 0.07, -0.09, -0.26, -0.16, -0.23, -0.08, -0.24, -0.08, 0.08, 0.06, 0.07, 0.09, 0.10, 0.09, 0.09, 0.07, 0.04, 0.07, 0.08, 0.11, 0.07, 0.07, 0.06, -0.07, -0.25, -0.17, -0.23, -0.08, -0.22, -0.09, 0.06, 0.07, 0.07, 0.11, 0.09, 0.10, 0.12, 0.06, 0.05, 0.07, 0.11, 0.09, 0.07, 0.05, 0.05, -0.06, -0.23, -0.19, -0.26, -0.07, -0.25, -0.07, 0.07, 0.06, 0.05, 0.10, 0.11, 0.10, 0.09, 0.06, 0.08, 0.06, 0.11, 0.09, 0.07, 0.06, 0.06]}